No. 1
Molecular formula: C16H26N6O6Pd
Method: DFT, ωB97M-V/def2-TZVPD

Each line ends with the Löwdin spin population.
Cartesian coordinates (Å):
Pd 0.17734 -1.03025 -0.34088  0.634
O -2.11565 -4.33751 1.23012  0.004
O 3.81086 -3.79826 -2.37896  -0.001
O 1.23244 0.98258 -2.25422  0.029
O 2.65881 0.60874 -0.19773  0.326
O -0.83804 -2.09669 2.37643  0.290
O -2.76000 -1.80321 -0.70137  -0.004
N 0.15431 0.27169 -1.93243  0.138
N -1.79613 -1.25759 -1.28635  0.067
N -0.94921 0.47322 0.61795  0.002
N -2.61974 1.31098 1.70795  0.001
N 1.82172 -0.10622 0.49108  0.284
N 0.12919 -1.58386 1.78437  0.133
C 3.29550 0.37666 2.30292  -0.009
C -0.67559 1.82978 0.76997  0.001
C 1.46873 -1.99156 -1.35076  -0.041
C -3.28772 -0.50742 -3.18464  0.005
C -1.99828 -0.48773 -2.42751  0.019
C 2.10270 -0.32023 1.79275  -0.016
C -1.84469 3.70325 1.81934  0.000
C -0.88554 1.21541 -3.96244  0.002
C 1.18576 -1.09462 2.53088  0.117
C -2.09664 0.19215 1.19551  0.001
C 0.40323 2.64793 0.42447  0.001
C 1.21914 -1.23666 4.01592  0.015
C -0.77589 4.52646 1.44583  0.000
C 0.33421 4.00518 0.76432  0.000
C -1.76475 2.36646 1.46528  0.000
C -0.88352 0.31421 -2.78674  0.002
H 1.26804 2.22020 -0.06050  0.001
H 0.82886 -2.87224 -1.21753  -0.003
H 1.55959 -1.84008 -2.46119  -0.002
H 3.45745 0.11259 3.34849  0.000
H -1.81872 -4.30126 0.28246  0.000
H -1.51270 -3.68706 1.71420  0.000
H -3.71178 0.51043 -3.19741  0.001
H -0.78615 5.58730 1.68134  0.000
H 4.34539 -3.03596 -2.14379  0.000
H -1.18241 0.65245 -4.85729  0.000
H -3.50508 1.35274 2.20215  0.000
H -3.11686 -0.77903 -4.24214  0.001
H 4.16538 0.07318 1.70571  -0.002
H 3.16392 1.46521 2.21503  -0.003
H 1.86928 0.74380 -1.38671  0.000
H -4.02700 -1.20671 -2.75561  0.001
H 0.13015 1.61096 -4.04742  0.001
H 1.17315 4.64782 0.48961  0.000
H 0.77326 -2.18866 4.31596  0.001
H 2.25615 -1.18715 4.36565  0.001
H -2.72130 4.05220 2.35930  0.000
H -2.61081 -0.76012 1.25999  0.001
H -1.60784 2.02628 -3.79179  -0.001
H 3.80288 -3.78704 -3.35912  0.000
H 2.44457 -2.15374 -0.86264  -0.002
H 0.66004 -0.42896 4.51216  0.006

Properties
⟨S²⟩: 2.08
LUMO (spin up / spin down) (eV): -0.671 / -2.049
Multiplicity: 3
Orbital gap (spin up / spin down) (eV): 6.2 / 4.8

=====

No. 2
Molecular formula: C23H45N3O11
Method: DFT, ωB97M-V/def2-TZVPD

Each line ends with the Löwdin charge.
Cartesian coordinates (Å):
O -0.52096 -2.93008 -5.95304  -0.042
O -2.78255 -2.91645 -0.03630  0.100
O 1.45193 4.30794 -1.86708  0.028
O 1.49419 -1.78597 1.68215  0.114
O -5.78693 -1.86945 -0.75239  -0.224
O 5.31009 1.77219 6.74353  -0.143
O 1.13588 0.85884 0.92472  0.064
O 3.20292 0.76732 4.83278  -0.186
O 3.65511 1.15263 -3.74961  -0.031
O -6.82498 1.63150 -0.42676  -0.180
O -3.04048 -0.32564 -0.93412  0.132
N 2.42891 -0.56365 -2.96190  -0.148
N 3.03313 3.81056 -0.29632  -0.179
N -1.11040 -3.99353 -3.87889  -0.195
C 3.12810 5.18612 0.24182  -0.031
C 3.76438 2.79878 0.47156  -0.056
C 2.19354 3.54370 -1.32640  -0.369
C 0.44407 -1.43943 1.17629  -0.343
C -0.37976 -3.81254 -5.04194  -0.289
C -1.01373 0.22690 -0.03111  0.066
C -1.82254 -1.99028 0.22907  -0.211
C -6.33529 0.46156 -1.17399  -0.201
C 6.53888 2.38029 6.44147  -0.106
C 4.23120 2.47953 6.27680  -0.271
C -2.26551 -3.14033 -3.59401  -0.040
C 3.09299 1.59154 5.96313  -0.239
C 0.14839 -0.07937 0.62428  -0.151
C -0.70056 -2.30921 0.95355  0.084
C 1.21461 -1.42443 -3.17045  -0.042
C -0.87677 -5.04101 -2.89961  -0.049
C 2.31497 -0.38164 4.87845  -0.082
C -6.25382 -2.29822 -2.00948  -0.116
C -6.47443 -0.73243 -0.25819  -0.181
C -2.03498 -0.67103 -0.33189  -0.374
C -6.82898 2.79334 -1.27972  -0.101
C 3.24211 -0.88269 -1.73868  -0.017
C 2.68048 0.39031 -3.88923  -0.318
H -7.67165 2.68971 -1.96330  0.083
H 2.88221 5.24954 1.30183  0.084
H -1.12544 1.25318 -0.34841  0.146
H -3.15982 -3.69186 -3.30397  0.086
H -5.84484 -0.61491 0.62380  0.137
H -1.72886 -5.72020 -2.92677  0.097
H 4.84500 2.82671 0.33166  0.089
H -7.50147 -1.05856 -0.09410  0.132
H 0.34154 -1.15131 -2.57778  0.066
H 0.06170 -5.55914 -3.09689  0.086
H 7.28380 1.82398 7.01043  0.089
H 1.32289 -0.04009 4.58313  0.078
H 1.82441 0.59464 1.53931  0.098
H 2.57336 -0.97378 -0.88278  0.059
H 0.39079 -4.59699 -4.98637  0.126
H -3.51341 -2.38616 -0.36223  0.078
H 2.69131 -1.07523 4.12651  0.078
H -5.31004 0.54645 -1.53422  0.106
H -0.54146 -3.34289 1.22298  0.131
H -6.31727 -3.38572 -2.04736  0.095
H 2.24142 2.49842 -1.66888  0.122
H 3.81302 -1.81056 -1.77354  0.090
H -2.55863 -2.40921 -4.34743  0.097
H 2.16970 -0.90523 5.82335  0.086
H 1.55654 -2.33294 -2.67466  0.078
H 4.17965 5.36913 0.02083  0.088
H 6.76446 2.24712 5.38342  0.091
H -5.78940 -1.64702 -2.74998  0.092
H 3.89344 -0.07008 -1.41692  0.075
H -2.05429 -2.60414 -2.66881  0.062
H 3.55772 1.74380 0.29149  0.060
H 4.32662 3.07136 5.36645  0.126
H 1.85793 0.55508 -4.60230  0.142
H -7.04687 3.53269 -0.50903  0.088
H 2.58664 5.91618 -0.35979  0.085
H 0.75314 -1.58247 -4.14521  0.069
H 3.43015 3.00184 1.48899  0.083
H 2.14315 2.08638 5.76057  0.133
H -5.92873 3.03859 -1.84321  0.087
H 3.93669 3.27918 6.95645  0.132
H 3.06372 0.95526 6.84765  0.125
H -6.72986 0.34334 -2.18317  0.112
H 6.66094 3.43166 6.70191  0.088
H -7.30978 -2.11079 -2.20417  0.083
H -0.67369 -4.55026 -1.94776  0.084

Properties
SMILES: O=C1C=C(O)C(=O)C=C1O.CN(C)C=O.CN(C)C=O.CN(C)C=O.COCCOC.COCCOC
LUMO (eV): -2.281
Multiplicity: 1
Orbital gap (eV): 6.8